No. 1
C42H57N4O7P2Rb | wB97M-V/def2-TZVPD

CARTESIAN COORDINATES (ANGSTROEM)
1 Rb 0.02 -0.89 0.04
2 C 3.14 -2.81 1.14
3 C 2.49 -3.88 0.45
4 C 1.46 -4.38 1.34
5 C 1.51 -3.56 2.51
6 C 2.54 -2.61 2.40
7 C 2.99 -1.66 3.49
8 C 3.97 -0.62 2.95
9 C 1.79 -0.92 4.11
10 C 3.70 -2.45 4.61
11 C 0.37 -5.45 1.18
12 C 0.92 -6.81 0.71
13 C -0.32 -5.73 2.52
14 C -0.73 -4.98 0.22
15 C 3.02 -4.39 -0.91
16 C 3.90 -3.32 -1.57
17 C 1.91 -4.70 -1.92
18 C 3.92 -5.63 -0.74
19 H 4.00 -2.26 0.77
20 H 0.87 -3.66 3.38
21 H 3.51 -0.04 2.13
22 H 4.88 -1.10 2.56
23 H 4.26 0.09 3.74
24 H 1.30 -0.30 3.35
25 H 2.11 -0.26 4.93
26 H 1.05 -1.63 4.51
27 H 4.56 -2.99 4.20
28 H 3.01 -3.18 5.05
29 H 4.06 -1.78 5.41
30 H 1.71 -7.16 1.39
31 H 1.33 -6.78 -0.30
32 H 0.11 -7.55 0.70
33 H 0.41 -5.98 3.30
34 H -1.02 -6.57 2.41
35 H -0.90 -4.86 2.86
36 H -0.35 -4.78 -0.79
37 H -1.16 -4.05 0.60
38 H -1.54 -5.72 0.15
39 H 3.35 -2.37 -1.66
40 H 4.18 -3.65 -2.58
41 H 4.82 -3.13 -1.01
42 H 1.26 -3.82 -2.07
43 H 1.27 -5.53 -1.61
44 H 2.34 -4.97 -2.89
45 H 4.76 -5.37 -0.08
46 H 4.32 -5.97 -1.71
47 H 3.38 -6.45 -0.28
48 N 0.82 2.78 -4.18
49 C 0.93 1.88 -2.99
50 C 2.24 2.08 -2.20
51 P -0.52 2.22 -1.83
52 O -1.79 1.65 -2.66
53 O -0.67 3.71 -1.81
54 O -0.30 1.43 -0.60
55 P 0.79 0.14 -3.57
56 O 2.26 -0.24 -4.12
57 O -0.07 0.28 -4.90
58 O 0.30 -0.90 -2.63
59 H 0.26 3.59 -3.93
60 H -0.06 1.24 -5.15
61 H 1.73 3.13 -4.43
62 H 2.26 3.08 -1.77
63 H 3.11 1.95 -2.86
64 H 2.33 1.36 -1.38
65 H -1.99 0.71 -2.42
66 H 2.62 -0.99 -3.58
67 C -0.78 7.90 -5.27
68 C -0.91 7.76 -3.77
69 C -1.66 6.75 -3.19
70 C -1.81 6.63 -1.81
71 C -1.15 7.51 -0.96
72 N -1.28 7.45 0.44
73 C -1.18 6.39 1.36
74 O -1.30 6.66 2.55
75 N -0.97 5.13 0.89
76 C -0.92 3.99 1.76
77 C -1.94 3.69 2.64
78 C -1.87 2.51 3.37
79 C -0.76 1.70 3.23
80 N 0.25 1.99 2.41
81 C 0.16 3.12 1.69
82 C -0.39 8.53 -1.52
83 C -0.28 8.66 -2.90
84 H -1.10 6.99 -5.77
85 H 0.25 8.10 -5.56
86 H -1.40 8.72 -5.65
87 H -2.17 6.03 -3.83
88 H -2.43 5.84 -1.42
89 H -1.18 8.31 0.94
90 H -0.84 4.93 -0.11
91 H -2.80 4.34 2.71
92 H -2.68 2.22 4.03
93 H -0.68 0.76 3.78
94 H 0.97 3.34 0.99
95 H 0.14 9.22 -0.87
96 H 0.33 9.46 -3.31
97 C -6.49 -0.70 -0.88
98 C -5.32 0.06 -1.16
99 C -4.17 -0.19 -0.46
100 C -4.08 -1.21 0.55
101 C -2.82 -1.42 1.23
102 C -2.90 -2.41 2.21
103 C -4.07 -3.15 2.52
104 C -5.24 -2.94 1.84
105 C -5.27 -1.95 0.82
106 C -6.46 -1.67 0.08
107 H -7.40 -0.51 -1.44
108 H -5.34 0.85 -1.91
109 H -3.27 0.39 -0.64
110 H -1.99 -2.67 2.77
111 H -4.04 -3.91 3.30
112 H -6.13 -3.51 2.06
113 H -7.35 -2.25 0.29

2S+1: 1
E_HOMO, eV: -1.4
Net charge: -2
LUMO energy, eV: 3.501

Atomic partial charges in e from the Löwdin method, atoms 1 to 8: atom 1 (Rb): 0.780, atom 2 (C): -0.078, atom 3 (C): -0.164, atom 4 (C): -0.153, atom 5 (C): -0.065, atom 6 (C): -0.261, atom 7 (C): -0.568, atom 8 (C): -0.073

=====

No. 2
C10H29InNNa4O8P | wB97M-V/def2-TZVPD

CARTESIAN COORDINATES (ANGSTROEM)
1 In 0.13 4.09 -3.23
2 Na -0.43 0.01 -4.65
3 Na 1.46 2.19 0.51
4 Na -2.55 1.46 -1.51
5 Na 3.14 1.00 -2.39
6 P 0.20 0.86 -1.85
7 O 1.36 0.35 -1.02
8 O -0.26 2.23 -1.23
9 O -1.01 -0.06 -2.33
10 O 0.87 1.34 -3.21
11 C -3.08 2.21 3.37
12 C -2.07 2.89 2.45
13 C -0.69 3.19 3.11
14 O 0.37 3.68 2.29
15 C 0.61 5.12 2.17
16 N -1.88 2.02 1.29
17 H -2.69 1.35 3.92
18 H -4.03 1.95 2.91
19 H -3.38 2.94 4.13
20 H -2.54 3.83 2.17
21 H -0.28 2.29 3.58
22 H -0.66 3.73 4.06
23 H 0.70 5.62 3.14
24 H -0.25 5.50 1.63
25 H 1.38 5.47 1.48
26 H -1.28 2.52 0.66
27 H -1.25 1.25 1.47
28 C 1.74 -2.41 1.87
29 C 0.44 -1.68 1.96
30 O 0.84 -0.36 1.47
31 H 2.56 -1.96 2.42
32 H 1.92 -2.65 0.83
33 H 1.44 -3.41 2.21
34 H -0.08 -1.59 2.91
35 H -0.29 -2.09 1.26
36 H 1.00 -0.44 0.53
37 C 3.15 -2.64 -3.74
38 C 2.24 -2.19 -2.56
39 O 3.05 -1.36 -1.69
40 H 2.69 -3.45 -4.31
41 H 4.14 -2.87 -3.36
42 H 3.39 -1.82 -4.42
43 H 1.93 -3.09 -2.03
44 H 1.29 -1.83 -2.95
45 H 2.38 -0.95 -1.14
46 C -2.24 -4.44 -1.08
47 C -1.29 -3.29 -1.56
48 O -1.82 -2.12 -0.97
49 H -2.12 -4.72 -0.03
50 H -2.03 -5.39 -1.57
51 H -3.27 -4.36 -1.42
52 H -1.16 -3.10 -2.63
53 H -0.24 -3.34 -1.27
54 H -1.58 -1.46 -1.63

2S+1: 2
E_HOMO (spin up / spin down), eV: -24.1 / -24.1
Net charge: +5
LUMO energy (spin up / spin down), eV: -21.054 / -21.061

Atomic partial charges in e from the Löwdin method, atoms 1 to 8: atom 1 (In): 1.226, atom 2 (Na): 0.734, atom 3 (Na): 0.604, atom 4 (Na): 0.666, atom 5 (Na): 0.695, atom 6 (P): 0.090, atom 7 (O): -0.384, atom 8 (O): -0.545

=====

No. 3
C39H30CrF3N2O6PS | wB97M-V/def2-TZVPD

CARTESIAN COORDINATES (ANGSTROEM)
1 Cr 0.03 1.54 1.43
2 F 4.77 4.89 0.17
3 C 4.01 4.31 -0.81
4 F 3.13 5.24 -1.17
5 F 4.87 4.23 -1.87
6 C 3.48 2.98 -0.42
7 C 4.24 1.85 -0.74
8 C 3.81 0.61 -0.29
9 C 2.60 0.53 0.38
10 N 1.83 1.58 0.64
11 C 2.29 2.83 0.33
12 S 1.42 4.10 1.00
13 H 5.15 1.95 -1.30
14 H 4.39 -0.28 -0.47
15 H 2.22 -0.42 0.73
16 O -0.73 -2.27 2.53
17 C -0.54 -1.92 1.36
18 O 0.19 -0.95 0.97
19 C -1.19 -2.68 0.24
20 C -1.81 -3.90 0.49
21 C -2.36 -4.62 -0.55
22 C -2.31 -4.11 -1.84
23 C -1.71 -2.89 -2.08
24 C -1.12 -2.16 -1.06
25 P -0.25 -0.56 -1.30
26 C 1.35 -1.26 -1.84
27 C 1.84 -2.49 -1.38
28 C 3.07 -2.96 -1.79
29 C 3.84 -2.23 -2.68
30 C 3.37 -1.00 -3.14
31 C 2.16 -0.52 -2.70
32 C -0.96 -0.20 -3.00
33 C -2.13 0.57 -2.95
34 C -2.77 0.97 -4.10
35 C -2.25 0.63 -5.34
36 C -1.09 -0.13 -5.41
37 C -0.46 -0.54 -4.25
38 H -1.85 -4.25 1.52
39 H -2.82 -5.58 -0.35
40 H -2.74 -4.68 -2.66
41 H -1.70 -2.50 -3.10
42 H 1.25 -3.06 -0.68
43 H 3.43 -3.91 -1.41
44 H 4.80 -2.61 -3.01
45 H 3.97 -0.42 -3.83
46 H 1.82 0.46 -3.02
47 H -2.52 0.85 -1.98
48 H -3.67 1.56 -4.04
49 H -2.73 0.96 -6.25
50 H -0.68 -0.40 -6.37
51 H 0.43 -1.15 -4.32
52 C 3.08 -0.69 6.47
53 C 2.30 -0.05 5.36
54 C 1.02 -0.48 5.01
55 C 0.36 0.10 3.95
56 N 0.89 1.07 3.19
57 C 2.10 1.53 3.57
58 C 2.82 1.01 4.62
59 H 2.41 -1.22 7.15
60 H 3.64 0.06 7.03
61 H 3.79 -1.42 6.06
62 H 0.54 -1.29 5.55
63 H -0.63 -0.24 3.68
64 H 2.49 2.37 3.01
65 H 3.79 1.42 4.85
66 O -3.35 1.72 3.77
67 C -2.89 1.48 2.66
68 O -1.67 1.52 2.33
69 C -3.84 1.02 1.56
70 C -3.44 0.06 0.65
71 C -4.34 -0.42 -0.29
72 C -5.63 0.07 -0.33
73 C -6.03 1.05 0.57
74 C -5.14 1.52 1.52
75 H -2.43 -0.31 0.69
76 H -4.03 -1.19 -0.99
77 H -6.33 -0.30 -1.06
78 H -7.04 1.44 0.53
79 H -5.42 2.27 2.24
80 O -2.12 3.62 0.52
81 C -1.62 3.00 -0.40
82 O -0.74 2.09 -0.34
83 H -1.94 3.23 -1.46

2S+1: 5
E_HOMO (spin up / spin down), eV: -1.2 / -2.2
Net charge: -2
LUMO energy (spin up / spin down), eV: 4.226 / 4.226

Atomic partial charges in e from the Löwdin method, atoms 1 to 8: atom 1 (Cr): 0.652, atom 2 (F): 0.094, atom 3 (C): -0.597, atom 4 (F): 0.104, atom 5 (F): 0.079, atom 6 (C): -0.143, atom 7 (C): -0.012, atom 8 (C): -0.080

=====

No. 4
C5H7NO | wB97M-V/def2-TZVPD

CARTESIAN COORDINATES (ANGSTROEM)
1 C 1.42 -0.10 1.16
2 C -0.01 0.07 0.64
3 C -0.44 -1.29 0.26
4 N -0.55 -2.26 -0.36
5 C -0.18 0.83 -0.70
6 C -1.42 0.21 -1.34
7 O -2.42 0.06 -0.68
8 H 1.40 -0.64 2.11
9 H 1.94 0.85 1.31
10 H 1.98 -0.71 0.44
11 H -0.66 0.52 1.40
12 H -0.39 1.90 -0.56
13 H 0.72 0.73 -1.31
14 H -1.37 -0.15 -2.39

2S+1: 1
E_HOMO, eV: -10.2
Net charge: 0
LUMO energy, eV: 0.807

Atomic partial charges in e from the Löwdin method, atoms 1 to 8: atom 1 (C): -0.065, atom 2 (C): -0.335, atom 3 (C): -0.233, atom 4 (N): 0.189, atom 5 (C): -0.109, atom 6 (C): -0.277, atom 7 (O): 0.046, atom 8 (H): 0.088

=====

No. 5
C7H18N4O2 | wB97M-V/def2-TZVPD

CARTESIAN COORDINATES (ANGSTROEM)
1 C -0.54 -0.86 1.27
2 C -1.87 -0.77 1.22
3 C 1.10 1.30 -0.97
4 C 1.75 0.03 -0.53
5 C 0.13 1.11 -2.12
6 C 0.45 2.07 0.19
7 C 1.58 -1.22 -1.28
8 N -0.14 -1.58 2.54
9 N -1.04 0.66 -1.93
10 N -2.53 -0.09 0.09
11 N 2.60 0.08 0.46
12 O -2.74 -1.19 2.21
13 O 0.66 1.49 -3.26
14 H 1.90 1.92 -1.39
15 H -0.13 1.38 0.80
16 H -0.19 2.85 -0.20
17 H 1.20 2.56 0.81
18 H 2.03 -2.07 -0.78
19 H 2.06 -1.11 -2.26
20 H 0.53 -1.42 -1.47
21 H 0.45 -2.39 2.32
22 H 0.37 -0.94 3.15
23 H -1.63 0.61 -2.75
24 H -1.80 0.24 -0.69
25 H -3.22 -0.70 -0.36
26 H -3.04 0.74 0.43
27 H 2.79 0.94 0.95
28 H 3.14 -0.73 0.72
29 H -0.99 -1.89 3.04
30 H -3.58 -1.53 1.87
31 H 0.08 1.47 -4.04

2S+1: 1
E_HOMO, eV: -15.6
Net charge: +2
LUMO energy, eV: -6.797

Atomic partial charges in e from the Löwdin method, atoms 1 to 8: atom 1 (C): -0.048, atom 2 (C): -0.415, atom 3 (C): -0.206, atom 4 (C): -0.249, atom 5 (C): -0.430, atom 6 (C): -0.017, atom 7 (C): 0.013, atom 8 (N): 0.150

=====

No. 6
C25H38CaP2 | wB97M-V/def2-TZVPD

CARTESIAN COORDINATES (ANGSTROEM)
1 P 0.13 -2.41 0.06
2 P -0.12 1.38 0.18
3 C -0.23 -1.17 -1.27
4 C 0.34 0.26 -1.19
5 H -1.32 -1.14 -1.44
6 H 0.22 -1.64 -2.15
7 H 1.44 0.25 -1.35
8 H -0.10 0.82 -2.03
9 C -1.78 1.93 -0.21
10 H -2.12 2.52 0.66
11 H -2.45 1.08 -0.34
12 H -1.79 2.56 -1.11
13 C 1.00 2.78 -0.01
14 H 0.74 3.36 -0.90
15 H 2.04 2.44 -0.05
16 H 0.86 3.39 0.90
17 C -0.93 -3.81 -0.39
18 H -0.85 -4.53 0.44
19 H -0.62 -4.29 -1.33
20 H -1.98 -3.48 -0.46
21 C 1.79 -2.96 -0.48
22 H 2.50 -2.13 -0.48
23 H 1.78 -3.44 -1.47
24 H 2.12 -3.69 0.28
25 Ca 0.53 -0.46 2.00
26 C 0.60 1.01 -4.19
27 C -0.74 1.10 -4.11
28 C -1.69 0.38 -5.01
29 C -1.31 -1.09 -5.37
30 C -0.55 -1.85 -4.33
31 C 0.79 -1.96 -4.28
32 C 1.74 -1.14 -5.10
33 C 1.34 0.35 -5.32
34 C 0.09 -2.31 3.38
35 H 1.25 1.52 -3.47
36 H -1.22 1.81 -3.43
37 H -1.82 0.92 -5.96
38 H -2.67 0.39 -4.52
39 H -2.26 -1.62 -5.56
40 H -0.74 -1.08 -6.30
41 H -1.18 -2.41 -3.62
42 H 1.27 -2.76 -3.71
43 H 1.91 -1.57 -6.10
44 H 2.72 -1.18 -4.59
45 H 2.28 0.91 -5.48
46 H 0.74 0.42 -6.23
47 H 0.69 -1.96 4.24
48 H 0.42 -3.31 3.09
49 H -0.96 -2.35 3.71
50 C 1.67 1.87 7.22
51 C 2.28 1.23 6.13
52 C 1.55 0.96 4.97
53 C 0.19 1.38 4.85
54 C -0.56 1.14 3.69
55 C -1.88 1.48 3.60
56 C -2.49 2.20 4.67
57 C -1.79 2.50 5.82
58 C -0.44 2.06 5.98
59 C 0.34 2.28 7.15
60 H 2.26 2.06 8.12
61 H 3.33 0.94 6.18
62 H 2.03 0.43 4.14
63 H -2.47 1.21 2.72
64 H -3.54 2.51 4.57
65 H -2.25 3.07 6.63
66 H -0.11 2.81 7.99

2S+1: 1
E_HOMO, eV: -6.2
Net charge: 0
LUMO energy, eV: -0.171

Atomic partial charges in e from the Löwdin method, atoms 1 to 8: atom 1 (P): 0.782, atom 2 (P): 0.732, atom 3 (C): -0.427, atom 4 (C): -0.439, atom 5 (H): 0.087, atom 6 (H): 0.018, atom 7 (H): 0.090, atom 8 (H): 0.012